C3H12N2O2 | wB97M-V/def2-TZVPD

energy relative to the best compared isomer or geometry (same formula, charge and spin) = 33.7 kcal per mole
net charge = 0
E = -10380.0870 eV
structure (SMILES) = NC[C@@H](N)CO.O
E_HOMO = -9.3 eV
HOMO-LUMO gap = 10.05 eV
largest force on an atom = 2.3 eV/A

Geometry as XYZ:
```
19
Properties=species:S:1:pos:R:3:forces:R:3:mulliken_charge:R:1
N -1.361 -1.763 -1.236 0.2 -0.6 0.8 -0.58
C -0.669 -1.621 0.057 0.0 1.3 -1.3 -0.75
C 0.643 -0.811 0.028 1.0 0.2 0.2 0.58
N 0.718 0.000 1.247 0.1 0.3 0.3 -0.79
C 1.859 -1.746 0.006 -1.5 0.6 1.7 -0.77
O 3.024 -0.961 -0.030 0.3 0.0 -0.5 -0.50
H -1.627 -0.854 -1.573 0.1 0.1 -0.4 0.25
H -0.787 -2.256 -1.903 0.0 0.2 -0.3 0.23
H -0.470 -2.605 0.468 -0.3 0.0 0.4 0.34
H -1.340 -1.000 0.652 -0.1 -0.6 0.5 0.34
H 0.787 -0.163 -0.847 -0.7 -0.2 -0.3 0.24
H 1.534 0.603 1.234 0.2 -0.3 -0.1 0.25
H -0.054 0.655 1.308 -0.2 -0.2 -0.1 0.21
H 1.789 -2.262 0.974 0.2 -0.3 -0.2 0.33
H 1.675 -2.451 -0.787 0.6 -0.4 -0.7 0.31
H 3.775 -1.489 0.253 0.0 0.0 0.0 0.31
O -3.221 6.572 0.030 -0.3 1.5 -0.1 -0.64
H -3.934 5.940 0.054 0.4 -0.7 0.0 0.32
H -2.342 6.211 0.064 0.0 -0.8 0.0 0.32
```
Positions in Å, forces in eV/Å.